(1)
# C47H45N4OPbSi

C47H45N4OPbSi as an isolated structure in a non-equilibrium geometry (ωB97M-V with the def2-TZVPD basis set, OMol25).

```
99
Properties=species:S:1:pos:R:3
Pb 0.623 -0.335 -0.651
C -1.620 4.749 -2.422
C -1.125 4.981 -1.144
C -0.900 3.933 -0.264
C -1.191 2.612 -0.631
C -1.636 2.391 -1.934
C -1.856 3.441 -2.815
N -0.926 1.506 0.204
C -0.861 1.694 1.565
C -1.718 2.552 2.301
C -1.617 2.682 3.661
C -0.636 1.991 4.403
C 0.258 1.208 3.736
C 0.167 1.064 2.335
N 1.163 0.430 1.602
N 2.275 0.262 2.141
C 3.282 -0.294 1.307
C 4.518 -0.517 1.887
C 5.530 -1.052 1.111
C 5.280 -1.334 -0.224
C 4.024 -1.052 -0.729
N 3.047 -0.539 0.018
H -1.794 5.571 -3.103
H -0.896 5.991 -0.829
H -0.480 4.142 0.712
H -1.806 1.377 -2.262
H -2.210 3.228 -3.817
H -2.477 3.101 1.763
H -2.316 3.328 4.179
H -0.588 2.093 5.479
H 1.045 0.675 4.254
H 4.648 -0.282 2.935
H 6.502 -1.253 1.542
H 6.044 -1.747 -0.869
H 3.792 -1.224 -1.774
C -4.448 -3.613 1.960
C -5.102 -3.275 0.785
C -4.808 -2.075 0.162
C -3.873 -1.197 0.727
C -3.213 -1.545 1.910
C -3.511 -2.754 2.521
Si -3.764 0.396 -0.118
C -4.231 1.888 0.780
C -4.598 1.804 2.131
C -5.039 2.933 2.801
C -5.118 4.147 2.130
C -4.756 4.244 0.789
C -4.308 3.123 0.115
C -4.068 0.474 -1.918
C -5.232 1.150 -2.314
C -5.581 1.223 -3.655
C -4.766 0.639 -4.613
C -3.606 -0.028 -4.235
C -3.265 -0.118 -2.897
H -4.667 -4.557 2.444
H -5.828 -3.948 0.348
H -5.302 -1.823 -0.772
H -2.479 -0.881 2.355
H -3.019 -3.034 3.439
H -4.552 0.853 2.648
H -5.330 2.867 3.841
H -5.464 5.029 2.655
H -4.820 5.194 0.275
H -4.011 3.202 -0.924
H -5.873 1.619 -1.576
H -6.483 1.742 -3.950
H -5.035 0.701 -5.660
H -2.970 -0.484 -4.984
H -2.364 -0.643 -2.619
C -0.108 -3.244 -3.023
C -1.034 -4.133 -2.195
C -2.434 -3.559 -2.028
C -0.501 -4.574 -0.847
C -0.543 -5.951 -0.652
C -0.218 -6.538 0.553
C 0.191 -5.706 1.570
C 0.292 -4.322 1.426
C 0.955 -3.658 2.619
C 0.378 -2.335 3.116
C 2.450 -3.598 2.334
C -0.085 -3.703 0.200
O -0.135 -2.343 0.037
H -0.541 -3.049 -4.009
H 0.860 -3.726 -3.172
H 0.066 -2.289 -2.537
H -1.153 -5.053 -2.770
H -2.402 -2.676 -1.390
H -3.076 -4.293 -1.538
H -2.882 -3.307 -2.990
H -0.873 -6.576 -1.475
H -0.279 -7.610 0.693
H 0.477 -6.140 2.523
H 0.847 -4.362 3.447
H 0.255 -1.626 2.304
H 1.025 -1.897 3.883
H -0.599 -2.497 3.565
H 2.643 -3.026 1.429
H 2.841 -4.603 2.171
H 2.991 -3.152 3.170
```

Summary:
- Maximum force: 1.10 eV Å⁻¹
- Frontier orbital gap: 0.20164 hartree
- Net charge: +1
- Energy relative to the best compared isomer or geometry (same formula, charge and spin): 68.5 kJ/mol
- Spin multiplicity: 1
- LUMO energy: -0.14525 Eh

***

(2)
# C5H16B2Br4Na5O3

C5H16B2Br4Na5O3 as an isolated structure in a non-equilibrium geometry (ωB97M-V with the def2-TZVPD basis set, OMol25).

```
35
Properties=species:S:1:pos:R:3
Na 1.253 -16.815 -4.981
Na 1.532 -16.310 -1.149
Na 0.197 -14.296 -1.999
Na 1.563 -18.651 -3.212
Na -0.584 -15.712 -4.062
C 0.289 -17.034 -2.649
O 0.855 -17.781 -1.874
O 0.202 -17.355 -3.855
O 0.080 -15.896 -2.193
B 3.271 -16.196 -1.967
H 3.218 -15.696 -1.013
H 2.297 -16.564 -2.249
H 3.582 -15.477 -2.709
H 4.000 -16.988 -1.892
B 2.722 -18.005 -4.619
H 3.377 -18.463 -3.895
H 2.153 -17.267 -4.075
H 3.267 -17.412 -5.337
H 2.106 -18.636 -5.241
Br -3.480 -17.009 -2.530
C -2.794 -17.531 -0.689
C -1.344 -16.953 -0.627
Br -0.552 -17.071 1.213
H -2.844 -18.609 -0.536
H -3.346 -17.123 0.159
H -1.432 -15.932 -1.000
H -0.661 -17.535 -1.246
Br -0.969 -17.822 -6.190
C -1.770 -18.126 -4.363
C -2.830 -19.246 -4.541
Br -4.515 -18.392 -5.164
H -2.080 -17.298 -3.727
H -0.951 -18.650 -3.872
H -3.039 -19.737 -3.591
H -2.509 -20.095 -5.145
```

Summary:
- Maximum force: 14.42 eV Å⁻¹
- Frontier orbital gap: 0.25744 hartree
- Net charge: +1
- Energy relative to the best compared isomer or geometry (same formula, charge and spin): 1954.5 kJ/mol
- Spin multiplicity: 1
- LUMO energy: -0.19621 Eh

***

(3)
# C22H57NO8P2

A 6-piece molecular cluster, C22H57NO8P2 overall (ωB97M-V with the def2-TZVPD basis set, OMol25).

```
90
Properties=species:S:1:pos:R:3
H 0.843 2.909 2.002
N 1.327 2.061 2.314
C 2.334 1.876 1.568
C 2.723 2.755 0.411
P 3.283 4.431 1.000
P 5.329 3.969 1.614
O 6.330 3.773 0.570
O 5.703 5.205 2.573
O 5.179 2.706 2.597
H 2.982 1.018 1.757
H 1.862 2.936 -0.241
H 3.505 2.283 -0.184
H 3.593 5.037 -0.231
H 5.099 5.295 3.323
H 4.330 2.636 3.059
C 3.032 9.789 0.168
C 3.761 8.546 -0.313
O 2.922 7.591 -0.940
C 2.241 8.025 -2.105
C 3.160 8.467 -3.231
H 2.212 9.518 0.834
H 3.724 10.433 0.712
H 2.622 10.371 -0.659
H 4.194 8.018 0.538
H 4.592 8.821 -0.971
H 1.527 8.820 -1.861
H 1.658 7.160 -2.422
H 3.729 9.360 -2.970
H 2.569 8.701 -4.117
H 3.866 7.675 -3.481
C 0.383 -2.307 2.991
C 0.513 -1.523 1.697
O 1.324 -2.149 0.715
C 0.877 -3.418 0.268
C -0.498 -3.395 -0.376
H 1.368 -2.525 3.407
H -0.181 -1.722 3.718
H -0.141 -3.254 2.849
H 0.996 -0.568 1.898
H -0.479 -1.294 1.290
H 0.898 -4.147 1.086
H 1.622 -3.741 -0.460
H -1.277 -3.115 0.334
H -0.740 -4.388 -0.758
H -0.526 -2.681 -1.200
C -1.783 1.619 -2.779
C -0.999 1.813 -1.494
O -0.619 3.159 -1.245
C -1.678 4.093 -1.112
C -2.636 3.784 0.025
H -1.226 2.011 -3.631
H -1.962 0.555 -2.940
H -2.754 2.115 -2.747
H -0.058 1.265 -1.548
H -1.555 1.406 -0.642
H -2.226 4.191 -2.056
H -1.184 5.048 -0.930
H -3.186 2.857 -0.140
H -3.367 4.588 0.119
H -2.097 3.693 0.969
C -1.643 -8.506 -1.489
C -0.509 -7.570 -1.872
O 0.336 -7.214 -0.792
C 1.014 -8.281 -0.153
C 1.941 -9.064 -1.067
H -2.233 -8.079 -0.677
H -2.296 -8.664 -2.348
H -1.279 -9.483 -1.168
H -0.918 -6.624 -2.228
H 0.074 -7.996 -2.696
H 0.301 -8.956 0.334
H 1.593 -7.804 0.639
H 1.396 -9.594 -1.848
H 2.490 -9.806 -0.486
H 2.658 -8.396 -1.546
C -4.419 -5.365 1.089
C -4.112 -3.981 1.633
O -4.508 -2.921 0.780
C -5.893 -2.842 0.493
C -6.771 -2.644 1.716
H -3.977 -5.492 0.100
H -4.005 -6.123 1.756
H -5.492 -5.548 1.008
H -3.032 -3.865 1.738
H -4.543 -3.858 2.633
H -6.221 -3.722 -0.072
H -5.988 -1.984 -0.173
H -6.741 -3.503 2.387
H -7.808 -2.505 1.407
H -6.453 -1.764 2.277
```

Summary:
- Maximum force: 0.65 eV Å⁻¹
- SMILES: [H]/N=C\CPP(=O)(O)O.CCOCC.CCOCC.CCOCC.CCOCC.CCOCC
- Frontier orbital gap: 0.36171 hartree
- Spin multiplicity: 1
- LUMO energy: 0.02109 Eh

***

(4)
# HO3S3

An isolated ion of composition HO3S3 and charge -1 in a non-equilibrium geometry (ωB97M-V with the def2-TZVPD basis set, OMol25).

```
7
Properties=species:S:1:pos:R:3
O -0.293 1.417 -0.761
S 0.106 0.036 -0.804
O -0.954 -0.911 -0.583
S 1.268 -0.381 -2.506
O 0.969 -0.091 0.750
S 0.012 0.149 2.141
H -1.108 -0.218 1.763
```

Summary:
- Maximum force: 4.19 eV Å⁻¹
- SMILES: O=S(=O)([S-])OS
- Frontier orbital gap: 0.28519 hartree
- Net charge: -1
- Energy relative to the best compared isomer or geometry (same formula, charge and spin): 171.0 kJ/mol
- Spin multiplicity: 1
- LUMO energy: 0.11617 Eh

***

(5)
# C3H3NOS

The molecule C3H3NOS in a non-equilibrium geometry (ωB97M-V with the def2-TZVPD basis set, OMol25).

```
9
Properties=species:S:1:pos:R:3
N 1.134 -1.989 2.027
C 0.862 -1.267 1.181
C 0.387 -0.743 -0.040
S 0.746 -1.172 -1.609
C -0.400 0.693 0.077
O -1.108 1.088 -0.954
H 0.372 1.420 0.279
H -1.288 1.126 0.855
H -0.706 0.845 -1.815
```

Summary:
- Maximum force: 5.00 eV Å⁻¹
- SMILES: N#CC(=S)CO
- Frontier orbital gap: 0.29737 hartree
- Energy relative to the best compared isomer or geometry (same formula, charge and spin): 251.7 kJ/mol
- Spin multiplicity: 1
- LUMO energy: -0.07190 Eh

***

(6)
# C26H61BI2NO12PS6

A 7-piece molecular cluster, C26H61BI2NO12PS6 overall in a non-equilibrium geometry (ωB97M-V with the def2-TZVPD basis set, OMol25).

```
110
Properties=species:S:1:pos:R:3
C -1.143 -0.519 7.199
C -2.265 -1.043 6.304
O -3.066 0.052 5.840
B -3.470 0.069 4.543
O -4.211 -0.986 4.026
C -3.138 1.383 3.642
C -4.365 2.269 3.455
C -5.444 2.263 4.531
C -6.585 3.187 4.090
I -4.759 3.038 6.421
O -2.168 2.154 4.457
C -0.930 1.721 4.227
O 0.037 2.061 4.862
C -0.981 0.701 3.086
P 0.670 0.418 2.332
N 1.290 -0.908 2.927
C -2.258 1.123 2.358
C -2.899 -0.020 1.550
C -2.373 -0.206 0.154
O -2.726 0.428 -0.814
O -1.458 -1.178 0.109
C -2.274 2.444 1.555
C -1.181 2.739 0.513
C -1.760 3.527 -0.659
I 0.288 4.058 1.410
H -1.138 0.568 7.130
H -0.163 -0.860 6.874
H -1.315 -0.773 8.241
H -2.895 -1.727 6.876
H -1.856 -1.626 5.473
H -3.710 -1.799 3.915
H -4.861 1.926 2.539
H -4.086 3.306 3.274
H -5.875 1.274 4.681
H -7.355 3.239 4.855
H -6.197 4.186 3.901
H -7.037 2.785 3.180
H -1.084 -0.274 3.579
H 1.456 1.549 2.553
H 0.429 0.294 0.959
H 2.167 -0.731 3.398
H -3.966 0.177 1.447
H -2.762 -0.963 2.066
H -1.340 -1.494 -0.813
H -2.279 3.288 2.238
H -3.213 2.428 1.000
H -0.671 1.863 0.131
H -2.524 2.938 -1.158
H -0.961 3.789 -1.349
H -2.167 4.470 -0.292
C -1.407 1.497 -3.854
S -0.039 0.561 -3.166
O 0.481 1.323 -1.993
C 1.093 0.854 -4.525
H -2.215 1.470 -3.129
H -1.091 2.526 -4.030
H -1.727 1.027 -4.784
H 1.231 1.927 -4.665
H 0.689 0.400 -5.429
H 2.039 0.378 -4.285
C 4.746 -3.322 -4.766
S 3.490 -2.649 -3.679
O 2.389 -2.126 -4.541
C 4.445 -1.232 -3.132
H 4.330 -4.206 -5.245
H 5.011 -2.579 -5.519
H 5.609 -3.603 -4.164
H 4.732 -0.631 -3.995
H 5.325 -1.586 -2.595
H 3.817 -0.646 -2.462
C 0.727 -3.591 -0.467
S -0.267 -4.189 -1.837
O -1.136 -3.058 -2.279
C -1.301 -5.296 -0.875
H 1.415 -2.845 -0.858
H 0.082 -3.138 0.286
H 1.291 -4.421 -0.043
H -1.813 -4.729 -0.097
H -0.679 -6.076 -0.436
H -2.028 -5.741 -1.550
C 0.441 -3.613 -6.751
S -1.346 -3.631 -6.712
O -1.857 -3.786 -8.100
C -1.517 -1.896 -6.276
H 0.796 -4.598 -7.049
H 0.789 -2.867 -7.466
H 0.801 -3.369 -5.751
H -1.064 -1.284 -7.057
H -1.034 -1.724 -5.313
H -2.580 -1.677 -6.200
C 2.344 7.843 2.361
S 0.556 7.683 2.258
O 0.203 7.716 0.817
C 0.184 9.315 2.914
H 2.778 6.933 1.951
H 2.665 8.704 1.775
H 2.638 7.953 3.404
H 0.655 10.073 2.288
H 0.542 9.385 3.941
H -0.897 9.439 2.894
C 7.240 -7.168 -1.816
S 7.211 -5.405 -1.476
O 5.875 -4.910 -1.906
C 8.376 -4.945 -2.764
H 6.534 -7.645 -1.141
H 6.942 -7.344 -2.850
H 8.243 -7.554 -1.633
H 8.000 -5.278 -3.732
H 9.346 -5.395 -2.553
H 8.469 -3.861 -2.755
```

Summary:
- Maximum force: 1.49 eV Å⁻¹
- Frontier orbital gap: 0.31485 hartree
- Spin multiplicity: 1
- LUMO energy: 0.00795 Eh

***

(7)
# C19H31F9OOsP2

C19H31F9OOsP2 as an isolated structure in a non-equilibrium geometry (ωB97M-V with the def2-TZVPD basis set, OMol25).

```
63
Properties=species:S:1:pos:R:3
P 0.096 -1.343 -6.540
P 0.094 1.727 -6.431
C -0.247 -0.465 -8.156
C 0.318 0.964 -8.126
H -1.340 -0.454 -8.298
H 0.206 -1.052 -8.969
H 1.399 0.966 -8.345
H -0.188 1.605 -8.862
C -1.542 2.521 -6.752
H -1.746 3.234 -5.943
H -2.329 1.756 -6.760
H -1.523 3.045 -7.715
C 1.187 3.187 -6.666
H 0.926 3.732 -7.582
H 2.231 2.849 -6.717
H 1.071 3.848 -5.795
C -1.004 -2.795 -6.790
H -0.818 -3.512 -5.978
H -0.811 -3.271 -7.759
H -2.050 -2.463 -6.737
C 1.713 -2.091 -7.018
H 2.491 -1.316 -7.032
H 1.634 -2.556 -8.009
H 1.981 -2.849 -6.270
Os 0.133 -0.682 0.056
C 0.823 1.055 -0.869
C -0.621 1.109 -0.769
C -1.491 0.917 -2.018
C -1.726 -0.570 -2.358
C -0.869 -1.495 -1.504
C 0.596 -1.526 -1.730
C 1.250 -0.619 -2.757
C 1.467 0.818 -2.235
C 0.351 -2.535 0.985
H 1.393 1.737 -0.224
H -1.075 1.776 -0.030
H -1.057 1.446 -2.884
H -2.464 1.383 -1.823
H -2.778 -0.828 -2.155
H -1.550 -0.761 -3.430
H -1.321 -2.473 -1.275
H 1.060 -2.517 -1.664
H 0.673 -0.620 -3.695
H 2.225 -1.053 -3.021
H 2.547 0.998 -2.141
H 1.096 1.536 -2.978
H 1.168 -2.481 1.726
H 0.576 -3.304 0.236
H -0.568 -2.838 1.514
F 2.113 -0.259 3.151
C 1.313 0.714 3.652
F 1.422 0.694 5.009
F 1.789 1.905 3.215
C -0.167 0.499 3.137
O -0.314 0.366 1.801
C -0.732 -0.742 3.937
F -0.830 -0.559 5.277
F -1.952 -1.086 3.474
F 0.102 -1.800 3.738
C -0.963 1.794 3.625
F -0.803 2.035 4.957
F -0.549 2.885 2.947
F -2.280 1.613 3.377
```

Summary:
- Maximum force: 4.56 eV Å⁻¹
- Frontier orbital gap (alpha / beta): 0.32557 / 0.19888 hartree
- Net charge: +2
- ⟨S²⟩: 6.0359
- Energy relative to the best compared isomer or geometry (same formula, charge and spin): 0.0 kJ/mol
- Spin multiplicity: 5
- LUMO energy (alpha / beta): -0.23947 / -0.37504 Eh

***

(8)
# C41H37F5OOsP2

C41H37F5OOsP2 as an isolated structure in a non-equilibrium geometry (ωB97M-V with the def2-TZVPD basis set, OMol25).

```
87
Properties=species:S:1:pos:R:3
Os -0.375 -0.034 2.794
C -1.986 -0.245 4.362
C -2.544 -0.229 3.068
C -3.258 0.976 2.512
C -2.300 2.089 2.052
C -0.843 1.928 2.410
C -0.273 1.787 3.723
C -1.065 2.043 4.991
C -1.998 0.881 5.368
C 1.459 0.224 1.938
H -1.934 -1.220 4.842
H -2.951 -1.192 2.735
H -3.967 1.400 3.264
H -3.883 0.617 1.666
H -2.343 2.116 0.958
H -2.703 3.071 2.334
H -0.145 2.358 1.686
H 0.772 2.115 3.794
H -1.636 2.972 4.855
H -0.358 2.201 5.817
H -1.663 0.441 6.336
H -3.012 1.291 5.526
H 2.162 0.376 2.791
H 1.550 1.077 1.231
H 1.726 -0.717 1.436
P -0.199 -1.525 -3.257
P 1.282 0.820 -3.252
C -1.181 -0.076 -3.725
C -0.421 1.064 -3.802
C -0.699 -2.838 -4.486
C -1.858 -2.760 -5.284
C -2.149 -3.769 -6.210
C -1.289 -4.859 -6.364
C -0.176 -4.986 -5.527
C 0.124 -3.977 -4.607
C -0.900 -2.064 -1.651
C -0.309 -1.728 -0.400
C -0.884 -2.185 0.791
C -2.116 -2.873 0.739
C -2.709 -3.192 -0.499
C -2.073 -2.826 -1.686
C 2.160 1.173 -4.858
C 1.954 0.217 -5.877
C 2.543 0.393 -7.129
C 3.361 1.505 -7.370
C 3.535 2.476 -6.374
C 2.940 2.308 -5.121
C 1.724 2.295 -2.268
C 2.992 2.294 -1.642
C 3.377 3.369 -0.849
C 2.518 4.462 -0.679
C 1.283 4.487 -1.349
C 0.880 3.397 -2.128
H -2.253 -0.181 -3.916
H -0.710 2.022 -4.241
H -2.537 -1.911 -5.189
H -3.055 -3.703 -6.819
H -1.482 -5.604 -7.136
H 0.449 -5.874 -5.599
H 1.001 -4.074 -3.967
H 0.577 -1.087 -0.373
H -0.369 -2.045 1.791
H -2.599 -3.158 1.679
H -3.664 -3.727 -0.551
H -2.485 -3.134 -2.654
H 1.318 -0.653 -5.691
H 2.355 -0.351 -7.911
H 3.858 1.609 -8.337
H 4.138 3.358 -6.572
H 3.094 3.069 -4.355
H 3.662 1.447 -1.792
H 4.358 3.367 -0.358
H 2.809 5.295 -0.030
H 0.643 5.364 -1.251
H -0.084 3.408 -2.633
F 0.351 -0.745 10.070
C 0.518 -0.811 8.736
C 1.249 0.189 8.086
F 2.060 1.004 8.806
C 1.240 0.262 6.710
F 1.755 1.358 6.091
C 0.795 -0.828 5.898
O 0.835 -0.828 4.611
C 0.325 -1.962 6.637
F 0.156 -3.146 6.018
C 0.076 -1.904 7.995
F -0.528 -2.949 8.618
```

Summary:
- Maximum force: 2.32 eV Å⁻¹
- Frontier orbital gap (alpha / beta): 0.28738 / 0.20153 hartree
- Net charge: +2
- ⟨S²⟩: 6.0608
- Spin multiplicity: 5
- LUMO energy (alpha / beta): -0.18999 / -0.29894 Eh